DFT (ωB97M-V/def2-TZVPD) results for a structure of composition C35H37Br2FeIN5P at a distorted geometry.

Values from the calculation:
- strongest force on any atom (eV Å⁻¹) = 2.57
- E_tot (eV) = -236205.6946
- relative energy (zero: lowest compared OMol25 entry of this formula, charge and spin) (kcal per mole) = 1.38
- highest occupied orbital energy (spin up / spin down) (eV) = -10.40 / -10.41
- frontier orbital gap (spin up / spin down) (eV) = 7.0077 / 6.9986

ORCA input file:
```
! RIJCOSX wB97M-V def2-TZVPD def2/J DEFGRID3
* xyz 1 2
Fe 1.296 -0.470 -0.060
C -4.428 0.319 0.292
C -4.349 1.247 1.474
C -5.391 1.308 2.396
C -5.325 2.137 3.506
C -4.206 2.930 3.721
C -3.156 2.881 2.818
C -3.231 2.053 1.704
N -2.127 2.006 0.796
C -1.148 1.055 0.843
N -1.287 0.173 1.856
C -0.779 -1.146 1.964
C 0.228 -1.639 1.138
C 0.449 -3.021 1.219
C -0.200 -3.840 2.127
C -1.106 -3.280 3.014
C -1.415 -1.933 2.939
C -2.433 -1.333 3.877
N -0.185 0.997 -0.035
C -0.083 2.102 -0.955
C -0.283 1.851 -2.314
C -0.076 2.822 -3.275
C 0.336 4.089 -2.882
C 0.487 4.359 -1.535
C 0.270 3.395 -0.544
C 0.402 3.830 0.895
H -5.457 0.218 -0.050
H -4.076 -0.681 0.565
H -3.819 0.673 -0.539
H -6.271 0.696 2.235
H -6.150 2.165 4.204
H -4.150 3.580 4.583
H -2.269 3.484 2.963
H -2.020 2.733 0.108
H -2.036 0.394 2.492
H 1.149 -3.486 0.537
H 0.009 -4.901 2.156
H -1.600 -3.895 3.756
H -2.747 -2.066 4.616
H -3.334 -0.996 3.353
H -2.027 -0.475 4.422
H -0.618 0.868 -2.612
H -0.241 2.595 -4.320
H 0.518 4.862 -3.616
H 0.781 5.354 -1.220
H 1.317 4.408 1.031
H 0.437 2.996 1.587
H -0.434 4.480 1.170
Br -1.548 -3.776 -5.008
C -0.895 -2.739 -3.599
C -1.685 -2.485 -2.492
C -1.148 -1.746 -1.448
N 0.082 -1.247 -1.505
C 0.802 -1.429 -2.611
C 0.388 -2.201 -3.673
C 2.072 -0.595 -2.669
C 2.974 -0.703 -3.700
C 3.962 0.279 -3.810
Br 5.216 0.175 -5.190
C 4.004 1.315 -2.901
C 3.111 1.283 -1.835
N 2.180 0.346 -1.715
H -2.692 -2.870 -2.423
H -1.704 -1.558 -0.540
H 1.002 -2.361 -4.546
H 2.929 -1.511 -4.415
H 4.729 2.112 -2.985
H 3.132 2.024 -1.044
C 4.765 -0.903 -0.146
P 3.219 -1.800 0.194
C 3.454 -3.278 -0.858
C 3.532 -2.449 1.864
H 5.600 -1.506 0.215
H 4.763 0.056 0.368
H 4.893 -0.744 -1.218
H 2.766 -4.073 -0.576
H 4.474 -3.645 -0.735
H 3.296 -3.040 -1.910
H 4.248 -3.270 1.800
H 2.617 -2.797 2.332
H 3.948 -1.650 2.473
I 2.292 0.884 1.908
*
```

=====

DFT (ωB97M-V/def2-TZVPD) results for a structure of composition C35H37Br2LaN3OSi at a distorted geometry.

Values from the calculation:
- strongest force on any atom (eV Å⁻¹) = 1.81
- E_tot (eV) = -192233.8470
- relative energy (zero: lowest compared OMol25 entry of this formula, charge and spin) (kcal per mole) = 7.30
- highest occupied orbital energy (eV) = -10.19
- frontier orbital gap (eV) = 7.3299

ORCA input file:
```
! RIJCOSX wB97M-V def2-TZVPD def2/J DEFGRID3
* xyz 1 1
La -0.193 -0.049 0.186
C 0.339 -0.204 2.633
Si 2.067 -0.905 2.776
C 3.105 0.038 1.447
N 2.498 0.015 0.083
C 2.897 -1.218 -0.669
C 4.073 -0.983 -1.609
C 3.682 0.016 -2.709
C 2.713 1.074 -2.153
C 2.937 1.230 -0.655
C 2.757 -0.699 4.515
C 3.393 0.472 4.928
C 3.724 0.681 6.258
C 3.422 -0.284 7.209
C 2.791 -1.457 6.819
C 2.462 -1.659 5.488
C 2.064 -2.740 2.308
C 1.088 -3.262 1.458
C 1.043 -4.607 1.127
C 1.995 -5.471 1.647
C 2.988 -4.976 2.479
C 3.021 -3.626 2.804
H 0.345 0.792 3.103
H -0.339 -0.819 3.242
H 4.143 -0.316 1.401
H 3.149 1.084 1.768
H 2.048 -1.566 -1.273
H 3.133 -1.999 0.050
H 4.370 -1.936 -2.048
H 4.929 -0.619 -1.037
H 3.212 -0.510 -3.541
H 4.581 0.497 -3.098
H 1.677 0.782 -2.348
H 2.873 2.034 -2.643
H 2.391 2.091 -0.255
H 4.003 1.408 -0.474
H 3.643 1.237 4.199
H 4.217 1.597 6.557
H 3.676 -0.122 8.248
H 2.556 -2.217 7.553
H 1.959 -2.575 5.199
H 0.343 -2.601 1.023
H 0.269 -4.975 0.463
H 1.968 -6.524 1.400
H 3.735 -5.645 2.886
H 3.804 -3.259 3.459
C -2.733 -2.337 1.958
C -2.696 -2.728 0.510
C -3.407 -3.852 0.052
C -3.361 -4.198 -1.269
C -2.601 -3.429 -2.175
C -2.515 -3.678 -3.563
Br -3.439 -5.147 -4.332
C -1.771 -2.869 -4.375
C -1.065 -1.795 -3.826
Br -0.029 -0.670 -4.941
C -1.069 -1.504 -2.469
O -0.368 -0.522 -1.950
C -1.889 -2.330 -1.638
N -1.957 -1.998 -0.309
H -3.555 -2.833 2.469
H -2.851 -1.258 2.067
H -1.803 -2.628 2.452
H -3.989 -4.432 0.754
H -3.905 -5.058 -1.632
H -1.716 -3.056 -5.438
C -4.117 5.716 -0.243
C -3.244 4.504 -0.162
C -2.850 3.794 -1.291
C -2.043 2.681 -1.157
N -1.608 2.234 0.029
C -1.983 2.917 1.121
C -2.785 4.036 1.070
H -4.420 5.925 -1.266
H -3.590 6.586 0.150
H -5.010 5.578 0.368
H -3.169 4.105 -2.277
H -1.729 2.120 -2.031
H -1.622 2.546 2.074
H -3.053 4.546 1.987
*
```

=====

DFT (ωB97M-V/def2-TZVPD) results for a structure of composition C35H37BrHfNO6Se.

Values from the calculation:
- strongest force on any atom (eV Å⁻¹) = 0.82
- E_tot (eV) = -187367.7983
- relative energy (zero: lowest compared OMol25 entry of this formula, charge and spin) (kcal per mole) = 2.73
- highest occupied orbital energy (eV) = -10.20
- frontier orbital gap (eV) = 6.0591

ORCA input file:
```
! RIJCOSX wB97M-V def2-TZVPD def2/J DEFGRID3
* xyz 1 1
Hf 0.669 0.533 0.238
C -0.419 -4.033 -0.538
C -1.064 -2.767 -0.023
C -1.414 -1.715 -0.880
C -1.287 -1.843 -2.379
C -2.065 -0.573 -0.360
C -2.769 0.356 -1.320
C -2.328 -0.480 1.027
C -3.196 0.645 1.533
C -1.890 -1.496 1.881
C -2.032 -1.376 3.380
C -1.318 -2.659 1.349
C -0.968 -3.812 2.256
H -1.165 -4.815 -0.702
H 0.303 -4.426 0.176
H 0.112 -3.881 -1.472
H -0.760 -1.001 -2.823
H -2.281 -1.869 -2.833
H -0.769 -2.744 -2.683
H -3.719 -0.103 -1.618
H -2.209 0.527 -2.234
H -2.986 1.326 -0.886
H -2.674 1.605 1.516
H -3.558 0.460 2.540
H -4.078 0.749 0.902
H -2.862 -1.974 3.764
H -2.208 -0.348 3.686
H -1.125 -1.724 3.877
H 0.100 -3.816 2.496
H -1.195 -4.765 1.781
H -1.519 -3.777 3.192
O 0.226 1.417 4.512
C 0.627 1.262 3.281
O -0.102 0.872 2.373
C 2.046 1.551 2.992
C 3.044 1.833 3.895
C 4.350 1.923 3.407
C 4.595 1.726 2.060
C 3.513 1.501 1.222
N 2.277 1.415 1.687
C 3.582 1.199 -0.261
O 4.625 1.017 -0.821
O 2.369 1.142 -0.761
H -0.712 1.180 4.594
H 2.816 1.955 4.945
H 5.166 2.123 4.088
H 5.590 1.741 1.636
Br 4.632 -5.546 -2.151
C 3.956 -4.737 -0.587
C 4.236 -5.298 0.651
C 3.742 -4.705 1.806
C 2.969 -3.560 1.723
C 2.689 -3.015 0.474
C 3.184 -3.596 -0.689
C 1.837 -1.821 0.371
O 1.467 -1.357 -0.748
O 1.451 -1.190 1.424
H 4.840 -6.193 0.710
H 3.965 -5.145 2.768
H 2.578 -3.084 2.612
H 2.960 -3.154 -1.651
C -2.826 4.452 -5.480
C -2.254 4.073 -4.141
C -2.647 4.715 -2.981
C -2.121 4.398 -1.729
C -2.637 5.156 -0.531
C -1.166 3.385 -1.650
Se -0.517 2.895 0.112
C -0.736 2.730 -2.812
C 0.297 1.655 -2.767
C -1.289 3.076 -4.035
H -3.786 4.955 -5.373
H -2.966 3.574 -6.112
H -2.152 5.130 -6.007
H -3.396 5.499 -3.039
H -2.721 6.217 -0.765
H -1.992 5.048 0.336
H -3.634 4.805 -0.253
H -0.049 0.817 -2.118
H 1.248 2.014 -2.391
H 0.459 1.189 -3.739
H -0.959 2.555 -4.928
*
```

=====

DFT (ωB97M-V/def2-TZVPD) results for a structure of composition C35H37BrP2Pt at a distorted geometry.

Values from the calculation:
- strongest force on any atom (eV Å⁻¹) = 2.45
- E_tot (eV) = -128740.8544
- highest occupied orbital energy (spin up / spin down) (eV) = -11.61 / -13.12
- frontier orbital gap (spin up / spin down) (eV) = 6.4662 / 3.8163

ORCA input file:
```
! RIJCOSX wB97M-V def2-TZVPD def2/J DEFGRID3
* xyz 2 5
Pt 0.124 0.066 -0.300
C -1.947 0.032 0.735
C -2.002 -0.465 -0.585
C -2.548 0.326 -1.753
C -1.566 1.355 -2.391
C -0.345 1.710 -1.578
C -0.432 2.215 -0.251
C -1.741 2.551 0.428
C -2.441 1.375 1.142
C 2.078 0.323 -0.781
H -1.891 -0.678 1.564
H -2.005 -1.560 -0.692
H -3.496 0.819 -1.486
H -2.787 -0.400 -2.543
H -1.193 0.918 -3.326
H -2.108 2.270 -2.673
H 0.558 1.978 -2.139
H 0.431 2.783 0.124
H -2.456 3.028 -0.260
H -1.522 3.309 1.194
H -2.282 1.492 2.226
H -3.525 1.460 0.987
H 2.698 -0.497 -0.393
H 2.434 1.279 -0.371
H 2.147 0.364 -1.879
P 0.020 -2.071 -9.310
P 1.859 0.362 -9.613
C -0.704 -0.523 -9.913
C 0.137 0.527 -10.131
C -0.741 -3.304 -10.433
C -1.922 -3.078 -11.159
C -2.485 -4.102 -11.925
C -1.845 -5.343 -12.017
C -0.622 -5.553 -11.359
C -0.066 -4.530 -10.583
C -0.875 -2.295 -7.709
C -0.515 -1.432 -6.655
C -1.197 -1.495 -5.441
C -2.249 -2.405 -5.277
C -2.607 -3.261 -6.324
C -1.916 -3.216 -7.536
C 2.667 1.089 -11.132
C 2.618 0.314 -12.309
C 3.035 0.857 -13.526
C 3.530 2.167 -13.579
C 3.627 2.921 -12.404
C 3.213 2.379 -11.183
C 1.994 1.745 -8.413
C 3.160 1.782 -7.622
C 3.397 2.876 -6.789
C 2.463 3.913 -6.717
C 1.273 3.842 -7.449
C 1.027 2.744 -8.279
H -1.787 -0.483 -10.092
H -0.154 1.451 -10.635
H -2.409 -2.104 -11.128
H -3.429 -3.929 -12.449
H -2.295 -6.149 -12.606
H -0.112 -6.514 -11.448
H 0.895 -4.687 -10.084
H 0.285 -0.701 -6.809
H -0.912 -0.833 -4.622
H -2.800 -2.429 -4.336
H -3.430 -3.961 -6.203
H -2.201 -3.879 -8.357
H 2.222 -0.702 -12.269
H 2.972 0.262 -14.437
H 3.823 2.603 -14.538
H 4.021 3.938 -12.437
H 3.296 2.981 -10.274
H 3.880 0.960 -7.683
H 4.316 2.921 -6.206
H 2.659 4.782 -6.087
H 0.535 4.638 -7.386
H 0.089 2.675 -8.834
Br 0.579 -1.772 1.247
*
```

=====

DFT (ωB97M-V/def2-TZVPD) results for a structure of composition C35H37ClFMnN8O11 at a distorted geometry.

Values from the calculation:
- strongest force on any atom (eV Å⁻¹) = 6.07
- E_tot (eV) = -117901.0010
- highest occupied orbital energy (spin up / spin down) (eV) = -2.76 / -2.81
- frontier orbital gap (spin up / spin down) (eV) = 2.2876 / 2.3328

ORCA input file:
```
! RIJCOSX wB97M-V def2-TZVPD def2/J DEFGRID3
* xyz -1 6
Mn 0.547 -1.139 0.721
O 6.773 -0.782 1.642
C 6.295 -0.780 2.862
O 7.028 -0.811 3.832
C 4.821 -0.759 3.033
C 4.166 -0.776 4.259
Cl 4.830 -0.610 5.815
N 2.825 -0.841 4.031
N 2.588 -0.845 2.710
C 3.757 -0.804 2.092
C 3.775 -0.849 0.583
O 4.876 -0.718 0.001
O 2.688 -1.038 0.018
C 1.798 -0.921 4.984
C 0.585 -0.276 4.738
C -0.421 -0.323 5.683
C -0.223 -0.983 6.889
C 0.973 -1.641 7.123
C 1.973 -1.639 6.169
H 6.022 -0.741 0.908
H 0.446 0.249 3.805
H -1.359 0.173 5.484
H -1.004 -0.982 7.637
H 1.131 -2.168 8.053
H 2.877 -2.198 6.340
F -0.336 4.802 -1.725
C -0.869 3.645 -2.263
C -0.390 2.458 -1.771
C -0.857 1.233 -2.307
C -0.456 -0.006 -1.718
O 0.295 0.020 -0.688
C -0.955 -1.208 -2.336
C -1.718 -1.111 -3.451
N -2.104 0.092 -4.009
C -2.686 0.101 -5.307
C -1.995 -0.682 -6.382
C -1.949 0.813 -6.407
C -1.748 1.278 -3.398
C -2.268 2.488 -3.825
C -1.843 3.717 -3.251
N -2.519 4.900 -3.692
C -2.341 6.123 -2.973
C -1.077 6.882 -3.423
N -1.179 7.113 -4.892
C -1.333 5.834 -5.638
C -2.593 5.126 -5.107
C -0.634 -2.607 -1.791
O -0.992 -3.569 -2.470
O -0.028 -2.686 -0.688
H 0.318 2.434 -0.959
H -2.071 -2.004 -3.947
H -3.773 0.152 -5.316
H -2.587 -1.202 -7.120
H -1.094 -1.199 -6.089
H -2.527 1.340 -7.154
H -1.018 1.293 -6.144
H -3.064 2.499 -4.551
H -2.281 5.914 -1.906
H -3.218 6.764 -3.148
H -0.196 6.277 -3.225
H -0.978 7.839 -2.911
H -0.361 7.624 -5.230
H -2.021 7.677 -5.058
H -0.468 5.199 -5.440
H -1.403 6.047 -6.705
H -2.701 4.170 -5.615
H -3.484 5.731 -5.326
O -1.580 2.390 1.752
C -1.165 1.250 1.735
O -0.032 0.759 1.873
C -2.321 0.041 1.598
O -3.445 0.361 1.928
O -1.828 -1.033 1.231
C 0.924 -5.929 1.502
N 1.308 -4.591 1.895
C 2.371 -4.035 1.087
C 0.416 -3.741 2.470
N 0.453 -2.466 2.262
N -0.491 -4.342 3.340
C -1.677 -3.598 3.700
C 0.018 -5.196 4.391
H 0.785 -5.978 0.418
H -0.003 -6.221 1.985
H 1.717 -6.626 1.791
H 3.131 -4.804 0.953
H 2.810 -3.191 1.609
H 2.015 -3.685 0.114
H -0.140 -1.962 2.927
H -1.526 -2.977 4.593
H -2.477 -4.312 3.907
H -1.976 -2.968 2.864
H 0.998 -5.584 4.121
H -0.663 -6.036 4.566
H 0.117 -4.635 5.331
*
```

=====

DFT (ωB97M-V/def2-TZVPD) results for a structure of composition C35H37Ge2MnN2O4S2 at a distorted geometry.

Values from the calculation:
- strongest force on any atom (eV Å⁻¹) = 1.57
- E_tot (eV) = -214088.8167
- relative energy (zero: lowest compared OMol25 entry of this formula, charge and spin) (kcal per mole) = 9.45
- highest occupied orbital energy (spin up / spin down) (eV) = 0.33 / -1.35
- frontier orbital gap (spin up / spin down) (eV) = 4.2755 / 5.9685

ORCA input file:
```
! RIJCOSX wB97M-V def2-TZVPD def2/J DEFGRID3
* xyz -2 5
Mn 1.269 -0.370 -1.020
C 1.786 3.181 1.285
O 3.018 2.733 1.851
C 3.047 1.428 2.300
C 3.628 1.197 3.546
C 3.755 -0.112 4.020
C 3.278 -1.168 3.265
C 2.668 -0.958 2.001
C 2.164 -2.044 1.252
N 1.474 -1.905 0.081
N 1.013 -3.048 -0.541
C 0.397 -2.771 -1.636
O 0.214 -1.501 -2.065
C -0.166 -3.873 -2.436
C -1.050 -3.582 -3.471
C -1.614 -4.602 -4.235
C -1.299 -5.928 -3.982
C -0.412 -6.224 -2.951
C 0.150 -5.209 -2.186
C 2.603 0.382 1.495
O 2.168 0.664 0.276
H 1.888 4.257 1.134
H 0.964 2.994 1.970
H 1.574 2.697 0.334
H 3.981 2.050 4.116
H 4.225 -0.296 4.981
H 3.363 -2.188 3.633
H 2.299 -3.059 1.603
H -1.298 -2.544 -3.654
H -2.306 -4.355 -5.032
H -1.736 -6.721 -4.575
H -0.148 -7.255 -2.748
H 0.842 -5.428 -1.384
C 2.148 3.892 -1.895
C 2.516 2.426 -2.086
S 1.227 1.367 -2.611
C 3.753 2.019 -1.773
C 4.742 2.961 -1.115
S 4.376 0.414 -2.094
H 1.098 4.058 -2.136
H 2.762 4.539 -2.536
H 2.312 4.213 -0.859
H 4.870 3.884 -1.695
H 5.722 2.490 -1.007
H 4.392 3.237 -0.109
O 3.163 -1.831 -2.522
C 2.977 -0.770 -1.991
C -0.458 1.122 3.900
Ge -1.386 0.149 2.458
C -3.292 0.485 2.831
C -1.148 -1.726 3.019
Ge -0.862 0.396 0.052
C -1.659 2.208 -0.307
C -1.957 2.590 -1.625
C -2.469 3.849 -1.925
C -2.692 4.777 -0.910
C -2.395 4.431 0.402
C -1.884 3.165 0.691
C -2.460 -0.765 -0.401
C -3.668 -0.306 -0.943
C -4.714 -1.179 -1.251
C -4.578 -2.545 -1.029
C -3.389 -3.027 -0.488
C -2.355 -2.147 -0.174
H -0.800 0.712 4.859
H -0.681 2.196 3.883
H 0.627 0.989 3.824
H -3.511 0.194 3.867
H -3.909 -0.115 2.151
H -3.556 1.540 2.691
H -1.206 -1.795 4.112
H -0.173 -2.109 2.691
H -1.931 -2.352 2.581
H -1.780 1.889 -2.433
H -2.684 4.112 -2.956
H -3.090 5.759 -1.141
H -2.561 5.145 1.203
H -1.655 2.921 1.726
H -3.805 0.754 -1.126
H -5.638 -0.788 -1.667
H -5.385 -3.226 -1.279
H -3.256 -4.092 -0.326
H -1.436 -2.552 0.242
*
```